Formula: C5H12N
Source: OMol25
Level of theory: ωB97M-V/def2-TZVPD

Last column: Löwdin charge in e.
Positions of all 18 atoms, in Å:
1 C 0.798 1.229 0.890  -0.1560
2 C -0.524 0.421 0.817  -0.1343
3 C -0.669 -0.554 -0.345  -0.2809
4 C 0.352 -1.241 -1.014  -0.0271
5 C -2.095 -0.662 -0.882  -0.0455
6 N 2.044 0.553 0.461  0.1753
7 H 0.661 2.165 0.305  0.1429
8 H 0.921 1.643 1.913  0.1419
9 H -1.371 1.104 0.918  0.1298
10 H -0.543 -0.251 1.709  0.1427
11 H 0.345 -1.030 -2.113  0.0709
12 H 0.652 -2.267 -0.901  0.0664
13 H -2.378 -0.064 -1.761  0.1009
14 H -2.395 -1.664 -1.220  0.0909
15 H -2.787 -0.451 -0.063  0.0863
16 H 2.040 -0.375 0.896  0.1664
17 H 2.078 0.529 -0.553  0.1520
18 H 2.871 0.916 0.942  0.1774

## Properties
- structure (SMILES) = C=C(C)CC[NH3+]
- ΔE to the lowest compared entry with this formula, charge and spin (eV) = 4.1011
- M (u) = 86.16
- net charge = +1

---

Formula: C5H12N2
Source: OMol25
Level of theory: ωB97M-V/def2-TZVPD

Last column: Löwdin charge in e.
Positions of all 19 atoms, in Å:
1 N 1.398 0.470 -0.113  -0.0458
2 C 1.140 0.124 -1.525  -0.2012
3 C -0.335 0.434 -1.814  -0.1649
4 C -0.922 0.837 -0.441  -0.1590
5 C 0.104 0.405 0.606  -0.3549
6 C -0.049 -1.038 1.075  -0.2223
7 N -1.170 -1.205 2.036  -0.0041
8 H 1.901 1.337 -0.018  0.0968
9 H 1.903 0.624 -2.110  0.1076
10 H 1.236 -0.948 -1.634  0.0956
11 H -0.860 -0.415 -2.250  0.0987
12 H -0.562 1.252 -2.497  0.0962
13 H -1.086 1.916 -0.434  0.1047
14 H -1.894 0.441 -0.190  0.0998
15 H 0.119 1.157 1.398  0.1385
16 H -0.357 -1.607 0.198  0.1076
17 H 0.900 -1.328 1.478  0.1057
18 H -1.698 -0.347 2.107  0.0482
19 H -0.894 -1.494 2.962  0.0527

## Properties
- structure (SMILES) = NC[C@@H]1CCCN1
- ΔE to the lowest compared entry with this formula, charge and spin (eV) = 0.8671
- M (u) = 100.16
- net charge = 0